64
Properties=species:S:1:pos:R:3:mulliken_charge:R:1 method="wB97M-V/def2-TZVPD" e_above_lowest_kcal_mol=0.0 homo_lumo_gap_ev=6.711 total_charge=0 homo_ev=-6.702
Pt 0.603 0.646 -0.728 0.323
I 1.711 0.129 4.850 0.016
Cl -0.280 5.428 4.312 -0.302
Si -1.676 0.413 -0.625 0.707
O 1.343 0.403 1.731 -0.645
N 0.210 2.409 0.173 -0.338
N 2.792 0.422 -0.988 -0.579
N 2.551 -1.649 -1.920 0.396
C -2.467 0.785 1.035 0.481
C -0.602 4.637 -0.039 -0.908
C -2.558 0.584 3.449 -0.761
C 0.975 1.470 2.283 0.010
C -3.578 1.630 1.096 -0.471
C 3.012 -2.998 -2.248 -0.940
C 0.651 2.899 4.274 -0.582
C -2.040 -1.370 -1.144 0.098
C -1.814 -3.750 -0.723 -0.785
C -2.651 -2.994 -2.842 -0.676
C 2.904 -3.958 -1.072 -0.981
C 0.890 -0.672 -3.497 -1.198
C 4.746 -1.014 -0.959 -1.613
C 1.036 1.707 3.672 -0.179
C 1.145 -1.404 -2.183 -0.756
C -4.172 1.949 2.309 -0.677
C 0.027 3.808 2.128 0.066
C -0.469 4.839 1.303 -0.855
C -1.968 0.269 2.234 0.091
C -1.689 -2.434 -0.305 0.048
C -0.273 3.390 -0.575 -0.081
C -2.292 -4.033 -1.997 -0.462
C 0.166 3.939 3.525 0.674
C 0.402 2.582 1.518 0.814
C -2.525 -1.677 -2.415 -0.395
C 3.313 -0.711 -1.310 0.979
C -3.661 1.427 3.488 -0.470
H -0.178 -0.519 -3.646 0.269
H 5.162 -1.883 -1.457 0.327
H -2.143 0.185 4.366 0.408
H -0.426 3.167 -1.620 0.473
H 3.543 -3.638 -0.248 0.267
H -0.984 5.407 -0.694 0.426
H 0.593 -1.009 -1.258 0.488
H -0.746 5.782 1.752 0.423
H 1.878 -3.999 -0.703 0.256
H 0.733 3.012 5.347 0.418
H -4.115 1.682 4.437 0.395
H -2.400 1.289 -1.600 -0.442
H 1.272 -1.278 -4.323 0.388
H -2.814 -0.873 -3.084 0.395
H 4.027 -2.960 -2.638 0.591
H 4.808 -1.175 0.119 0.317
H 1.390 0.293 -3.506 0.327
H 3.414 0.998 -0.437 0.193
H -1.085 -0.361 2.224 0.199
H 3.202 -4.964 -1.369 0.425
H -3.035 -3.210 -3.832 0.401
H 0.632 -2.370 -2.187 0.270
H -1.304 -2.228 0.688 0.257
H -1.543 -4.558 -0.054 0.448
H -2.392 -5.060 -2.325 0.393
H -3.980 2.053 0.182 0.343
H -5.030 2.611 2.336 0.396
H 5.360 -0.149 -1.203 0.481
H 2.395 -3.348 -3.077 0.420